Version one
Below is one molecule with the formula C17H24N2O, with properties calculated with wB97M-V/def2-TZVPD.

Computed properties:
- LUMO energy (eV) = 0.7289

Geometry (Å):
C 1.615 -2.923 3.515
C 2.073 -2.080 2.330
C 0.965 -1.199 1.754
H 1.386 -0.544 0.989
H 0.558 -0.565 2.545
C -0.170 -2.010 1.118
N -1.108 -1.184 0.392
C -1.119 -0.985 -0.950
O -2.052 -0.427 -1.496
C 0.066 -1.518 -1.749
H 0.982 -1.488 -1.163
C 0.244 -0.709 -3.036
H -0.737 -0.331 -3.326
H 0.614 -1.352 -3.838
C 1.222 0.462 -2.860
C 0.938 1.278 -1.642
C 1.742 1.393 -0.547
N 1.147 2.186 0.402
C -0.063 2.604 -0.074
C -1.031 3.405 0.516
C -2.170 3.667 -0.213
C -2.340 3.153 -1.501
C -1.386 2.356 -2.089
C -0.228 2.060 -1.370
H -1.532 1.963 -3.082
H -3.247 3.387 -2.040
H -2.947 4.284 0.216
H -0.892 3.808 1.510
H 1.549 2.440 1.287
H 2.719 0.979 -0.376
H 1.168 1.096 -3.750
H 2.242 0.074 -2.786
H -0.158 -2.560 -1.995
C -2.156 -0.581 1.185
H -2.787 -1.347 1.644
H -2.762 0.038 0.526
H -1.725 0.045 1.969
H 0.249 -2.765 0.449
H -0.731 -2.534 1.898
H 2.457 -2.736 1.545
H 2.895 -1.437 2.652
H 0.870 -3.654 3.210
H 2.458 -3.459 3.944
H 1.182 -2.290 4.287

Quick look at the Mulliken charges, all values in e:
1 C -1.257
2 C -0.681
3 C 0.741
4 H -0.621
5 H 0.472
6 C -1.336
7 N 0.338
8 C 0.685
9 O -0.651
10 C -0.654
11 H 0.293
12 C -0.824
13 H 0.294
14 H 0.425
15 C -1.254
16 C 0.911
17 C -1.284
18 N 0.146
19 C -0.578
20 C -0.935
21 C -0.530
22 C -0.801
23 C -0.082
24 C 1.344
25 H 0.378
26 H 0.385
27 H 0.405
28 H 0.402
29 H 0.211
30 H 0.483
31 H 0.356
32 H 0.358
33 H 0.543
34 C -1.146
35 H 0.323
36 H 0.351
37 H 0.329
38 H 0.382
39 H 0.359
40 H 0.322
41 H 0.388
42 H 0.303
43 H 0.397
44 H 0.309

---

Version two
Below is one molecule with the formula C17H24N2O, with properties calculated with wB97M-V/def2-TZVPD.

Computed properties:
- LUMO energy (eV) = 0.1603

Geometry (Å):
O -4.383 -0.017 0.877
C -3.203 -0.044 1.162
C 0.506 0.461 -0.948
C 1.779 0.362 -1.543
C 0.292 1.243 -3.078
C 1.629 0.769 -2.947
C -2.649 -0.004 2.477
C -1.284 -0.073 2.325
C 0.224 0.236 0.462
C -1.059 -0.026 0.864
N -0.322 1.012 -1.925
N -2.296 -0.039 0.163
C 3.075 -0.182 -1.063
C -0.224 1.871 -4.335
C 3.037 -1.000 -4.258
C -3.102 -1.192 4.774
C 0.722 -1.200 3.251
C 2.816 0.578 -3.947
C -3.409 0.026 3.803
C -0.184 -0.003 3.344
H 1.085 0.361 1.139
H -1.158 1.560 -1.677
H -2.568 -0.487 -0.740
H 3.947 0.399 -1.419
H 3.172 -1.137 -1.472
H 3.010 -0.398 -0.011
H -0.709 2.891 -4.154
H -0.879 1.198 -4.764
H 0.660 1.995 -5.019
H 4.042 -1.295 -4.041
H 2.974 -1.064 -5.414
H 2.184 -1.531 -3.862
H -3.676 -1.200 5.697
H -3.278 -2.204 4.277
H -2.069 -1.267 5.258
H 1.300 -1.316 2.307
H 0.045 -2.037 3.297
H 1.421 -1.154 4.095
H 3.762 1.070 -3.555
H 2.576 1.004 -4.930
H -3.123 0.972 4.263
H -4.472 0.059 3.553
H 0.363 0.852 3.378
H -0.575 -0.046 4.333

Quick look at the Mulliken charges, all values in e:
1 O -0.722
2 C 0.006
3 C -0.502
4 C 0.459
5 C 0.050
6 C 0.503
7 C 0.094
8 C 0.463
9 C -0.425
10 C 0.531
11 N -0.021
12 N -0.182
13 C -1.532
14 C -1.258
15 C -1.219
16 C -0.985
17 C -1.166
18 C -0.722
19 C -0.692
20 C -1.067
21 H 0.657
22 H 0.344
23 H 0.328
24 H 0.285
25 H 0.326
26 H 0.405
27 H 0.326
28 H 0.313
29 H 0.258
30 H 0.257
31 H 0.379
32 H 0.381
33 H 0.376
34 H 0.288
35 H 0.224
36 H 0.368
37 H 0.362
38 H 0.357
39 H 0.353
40 H 0.243
41 H 0.318
42 H 0.310
43 H 0.557
44 H 0.369

---

Most favorable first, least favorable last: version one, version two

---

Version one
Below is one molecule with the formula C17H30FN3O6S, with properties calculated with wB97M-V/def2-TZVPD.

Computed properties:
- LUMO energy (eV) = 0.2767

Geometry (Å):
C -1.917 -3.354 3.226
C -1.636 -2.636 1.909
C -2.830 -1.749 1.530
C -2.710 -1.295 0.092
O -2.591 -2.089 -0.825
N -2.743 0.041 -0.163
C -2.430 1.204 0.674
C -1.760 1.857 -0.554
F -2.371 3.042 -0.938
C -0.253 1.990 -0.408
O 0.310 1.115 0.234
N 0.443 3.034 -0.938
C 1.894 2.927 -0.777
C 2.481 1.846 -1.683
S 4.157 1.481 -1.249
O 4.601 0.366 -2.023
O 4.891 2.703 -1.205
O 4.018 1.022 0.268
C -0.049 3.896 -1.994
C -0.594 3.116 -3.188
N -1.241 3.868 -4.107
O -0.419 1.921 -3.305
C -2.198 0.631 -1.384
C -0.334 -1.814 1.971
C 0.908 -2.432 1.302
C 1.189 -3.840 1.827
C 2.104 -1.530 1.623
C 0.722 -2.469 -0.216
H -2.081 -2.631 4.030
H -2.805 -3.984 3.153
H -1.077 -3.985 3.517
H -1.553 -3.384 1.117
H -3.756 -2.325 1.601
H -2.913 -0.905 2.219
H -3.312 1.757 1.000
H -1.754 1.011 1.505
H 2.339 3.896 -0.994
H 2.102 2.684 0.262
H 1.921 0.916 -1.598
H 2.507 2.140 -2.733
H 3.741 0.092 0.314
H -0.808 4.586 -1.627
H 0.790 4.496 -2.347
H -1.478 4.828 -3.933
H -1.640 3.406 -4.907
H -1.394 0.049 -1.830
H -2.942 0.883 -2.140
H -0.479 -0.838 1.499
H -0.100 -1.609 3.023
H 0.374 -4.527 1.592
H 2.098 -4.240 1.371
H 1.332 -3.835 2.910
H 1.895 -0.506 1.305
H 2.315 -1.515 2.695
H 3.002 -1.900 1.114
H 0.577 -1.456 -0.604
H 1.604 -2.897 -0.699
H -0.146 -3.059 -0.512

Quick look at the Mulliken charges, all values in e:
1 C -1.854
2 C 0.858
3 C -1.178
4 C 0.565
5 O -0.662
6 N 0.107
7 C -1.019
8 C 1.578
9 F -0.504
10 C -0.338
11 O -0.590
12 N 0.181
13 C -1.210
14 C -0.052
15 S 1.313
16 O -0.631
17 O -0.648
18 O -0.451
19 C -1.148
20 C 0.693
21 N -0.410
22 O -0.554
23 C -0.778
24 C -0.091
25 C 2.510
26 C -2.163
27 C -1.727
28 C -1.450
29 H 0.379
30 H 0.466
31 H 0.340
32 H 0.328
33 H 0.511
34 H 0.330
35 H 0.327
36 H 0.276
37 H 0.397
38 H 0.481
39 H 0.025
40 H 0.394
41 H 0.332
42 H 0.485
43 H 0.535
44 H 0.189
45 H 0.261
46 H 0.314
47 H 0.378
48 H -0.906
49 H 0.812
50 H 0.378
51 H 0.491
52 H 0.365
53 H 0.055
54 H 0.328
55 H 0.572
56 H -0.050
57 H 0.528
58 H 0.334

---

Version two
Below is one molecule with the formula C17H30FN3O6S, with properties calculated with wB97M-V/def2-TZVPD.

Computed properties:
- LUMO energy (eV) = 0.3143

Geometry (Å):
C -1.767 4.057 4.839
C -2.047 3.278 3.557
C -0.897 3.490 2.564
C -1.262 2.997 1.182
O -2.253 3.390 0.585
N -0.445 2.078 0.627
C 0.706 1.296 1.062
C 0.531 0.434 -0.221
F 1.625 0.498 -1.038
C 0.294 -1.016 0.180
O 1.234 -1.631 0.634
N -1.002 -1.484 0.319
C -1.122 -2.639 1.213
C -0.752 -2.251 2.638
S -1.314 -3.430 3.828
O -0.875 -3.014 5.124
O -2.681 -3.735 3.565
O -0.486 -4.736 3.430
C -2.014 -1.441 -0.723
C -1.498 -1.053 -2.101
N -2.470 -0.679 -2.966
O -0.328 -1.128 -2.404
C -0.599 1.398 -0.647
C -2.251 1.770 3.761
C -3.489 1.267 4.531
C -3.327 1.395 6.049
C -3.649 -0.225 4.221
C -4.746 2.009 4.075
H -0.968 3.588 5.420
H -1.458 5.077 4.605
H -2.648 4.125 5.474
H -2.938 3.692 3.079
H -0.688 4.558 2.469
H 0.015 3.010 2.931
H 1.655 1.834 1.054
H 0.577 0.772 2.011
H -2.163 -2.957 1.203
H -0.501 -3.469 0.871
H 0.321 -2.135 2.775
H -1.256 -1.323 2.920
H 0.286 -4.801 4.010
H -2.412 -2.453 -0.848
H -2.859 -0.806 -0.439
H -3.425 -0.558 -2.682
H -2.211 -0.471 -3.916
H -1.604 1.015 -0.804
H -0.305 1.996 -1.512
H -2.300 1.321 2.760
H -1.352 1.356 4.239
H -3.281 2.429 6.385
H -4.174 0.925 6.553
H -2.420 0.887 6.384
H -3.750 -0.405 3.147
H -2.790 -0.788 4.594
H -4.536 -0.629 4.713
H -4.862 1.957 2.990
H -5.633 1.567 4.533
H -4.719 3.063 4.358

Quick look at the Mulliken charges, all values in e:
1 C -1.814
2 C 0.820
3 C -0.861
4 C 0.352
5 O -0.699
6 N 0.229
7 C -1.043
8 C 1.569
9 F -0.429
10 C -0.227
11 O -0.641
12 N 0.567
13 C -1.365
14 C 0.305
15 S 1.343
16 O -0.643
17 O -0.624
18 O -0.512
19 C -0.897
20 C 0.360
21 N -0.322
22 O -0.582
23 C -0.973
24 C -1.009
25 C 2.299
26 C -1.830
27 C -1.712
28 C -2.035
29 H 0.330
30 H 0.483
31 H 0.315
32 H 0.437
33 H 0.459
34 H 0.393
35 H 0.254
36 H 0.282
37 H 0.913
38 H 0.101
39 H 0.489
40 H -0.457
41 H 0.373
42 H 0.619
43 H 0.333
44 H 0.198
45 H 0.267
46 H 0.299
47 H 0.269
48 H 0.193
49 H 0.397
50 H 0.346
51 H 0.464
52 H 0.371
53 H 0.353
54 H 0.179
55 H 0.495
56 H 0.341
57 H 0.488
58 H 0.388

---

Most favorable first, least favorable last: version one, version two

---

Version one
Below is an isolated ion of composition C8H15N2O2 and charge +1, with properties calculated with wB97M-V/def2-TZVPD.

Computed properties:
- LUMO energy (eV) = -2.5109
- charge = +1

Geometry (Å):
C -1.154 -2.194 0.588
C -1.281 -1.044 1.207
C -0.578 -0.453 -0.862
C 0.375 3.055 2.359
C 0.065 0.019 -3.255
C 0.858 -3.543 -1.412
C 0.266 1.566 1.886
C -0.956 1.373 0.916
N -0.687 -1.981 -0.740
N -0.991 0.046 0.350
O -0.155 0.335 -1.798
O -0.427 -2.971 -1.668
H -1.104 -3.253 0.731
H -1.508 -0.867 2.264
H 0.391 3.773 1.592
H 1.278 3.158 2.824
H -0.322 3.391 2.993
H 0.248 1.092 -3.642
H -0.732 -0.342 -3.733
H 1.042 -0.643 -3.428
H 1.745 -2.905 -1.450
H 0.751 -4.439 -1.981
H 0.806 -3.909 -0.350
H 1.070 1.339 1.255
H 0.057 0.800 2.737
H -0.884 2.163 0.101
H -1.874 1.540 1.405

Quick look at the Mulliken charges, all values in e:
1 C -0.518
2 C -0.451
3 C 0.540
4 C -1.590
5 C -0.663
6 C -0.593
7 C -0.008
8 C -1.032
9 N 0.321
10 N 0.259
11 O -0.337
12 O -0.312
13 H 0.500
14 H 0.415
15 H 0.418
16 H 0.434
17 H 0.473
18 H 0.270
19 H 0.379
20 H 0.266
21 H 0.284
22 H 0.351
23 H 0.249
24 H 0.301
25 H 0.299
26 H 0.378
27 H 0.367

---

Version two
Below is an isolated ion of composition C8H15N2O2 and charge +1, with properties calculated with wB97M-V/def2-TZVPD.

Computed properties:
- LUMO energy (eV) = -3.0142
- charge = +1

Geometry (Å):
C 0.566 -2.952 -0.179
C 0.361 -2.238 0.776
C 0.305 -0.195 2.103
C 0.939 -3.927 -1.148
C -0.166 1.079 -1.630
C -1.763 1.523 0.574
C 0.532 0.622 0.777
C -0.727 0.667 -0.210
N 0.236 -1.616 2.046
N 0.735 2.029 1.327
O 0.160 0.473 3.127
O -0.331 -2.434 3.034
H 1.587 -4.716 -0.709
H -0.075 -4.385 -1.428
H 1.661 -3.434 -1.829
H 0.622 1.875 -1.610
H 0.156 0.105 -1.979
H -1.082 1.441 -2.024
H -1.817 2.479 0.264
H -2.707 1.135 0.273
H -1.705 1.475 1.592
H 1.344 0.187 0.364
H -0.925 -0.431 -0.283
H 0.201 2.690 0.781
H 1.623 2.531 1.210
H 0.676 1.721 2.414
H 0.155 -2.289 3.868

Quick look at the Mulliken charges, all values in e:
1 C 0.583
2 C -0.282
3 C 0.554
4 C -1.335
5 C -1.210
6 C -1.926
7 C -1.043
8 C 0.462
9 N 0.268
10 N -0.151
11 O -0.627
12 O -0.376
13 H 0.300
14 H 0.306
15 H 0.318
16 H 0.283
17 H 0.348
18 H 0.415
19 H 0.601
20 H 0.442
21 H 0.573
22 H 0.688
23 H 0.425
24 H 0.281
25 H 0.334
26 H 0.405
27 H 0.364

---

Most favorable first, least favorable last: version one, version two

---

Version one
Below is a 2-piece molecular cluster, H8N4O overall, with properties calculated with wB97M-V/def2-TZVPD.

Computed properties:
- LUMO energy (eV) = 0.9963

Geometry (Å):
N 0.992 0.274 -0.314
N 1.871 -0.617 0.337
N 1.559 1.557 -0.197
H -1.789 -0.765 -1.019
H 2.426 1.603 -0.733
H 2.493 -1.046 -0.353
H 1.354 -1.404 0.737
H 1.847 1.709 0.772
N -2.015 -0.267 -0.151
O -3.308 -0.840 0.185
H -3.180 -1.129 1.112
H -2.280 0.678 -0.452
H 0.030 0.247 0.077

Quick look at the Mulliken charges, all values in e:
1 N -0.137
2 N -0.544
3 N -0.544
4 H 0.245
5 H 0.251
6 H 0.225
7 H 0.230
8 H 0.270
9 N -0.447
10 O -0.457
11 H 0.323
12 H 0.245
13 H 0.339

---

Version two
Below is H8N4O as an isolated structure, with properties calculated with wB97M-V/def2-TZVPD.

Computed properties:
- LUMO energy (eV) = -0.1638

Geometry (Å):
N 0.915 -0.756 0.535
N 0.822 0.473 0.841
N 2.121 -1.286 0.468
H -0.360 -0.793 -1.392
H 1.676 1.043 0.748
H -0.246 0.985 0.263
H 2.931 -0.714 0.226
H 2.138 -2.271 0.262
N -2.476 1.002 0.091
O -1.209 1.276 -0.498
H -0.713 -0.007 -1.302
H -2.453 0.039 0.439
H -3.146 1.008 -0.680

Quick look at the Mulliken charges, all values in e:
1 N 0.168
2 N -0.290
3 N -0.380
4 H 0.223
5 H 0.236
6 H 0.429
7 H 0.233
8 H 0.257
9 N -0.440
10 O -0.622
11 H -0.270
12 H 0.215
13 H 0.241

---

Most favorable first, least favorable last: version one, version two